10
Properties=species:S:1:pos:R:3:lowdin_charge:R:1 method="wB97M-V/def2-TZVPD" homo_energy_ev=-15.9940 total_charge=+2 homo_lumo_gap_ev=2.47 e_tot_ev=-10026.279
Sn 3.2602 2.5549 -4.4516 1.72
C -0.6571 -0.3161 1.4167 -0.04
C 0.0976 -0.4710 0.0647 -0.27
O -0.0582 0.5096 -0.9371 -0.02
H -0.6255 0.6861 1.8440 0.09
H -0.3131 -0.9710 2.2172 0.09
H -1.6689 -0.6868 1.2523 0.08
H -0.2071 -1.3359 -0.5245 0.13
H 1.1624 -0.6773 0.1728 0.12
H -0.9902 0.7076 -1.0545 0.11

=====

9
Properties=species:S:1:pos:R:3:lowdin_charge:R:1 method="wB97M-V/def2-TZVPD" homo_energy_ev=-8.4172 smiles=CSC homo_lumo_gap_ev=9.45 e_tot_ev=-13004.589
C 1.3740 -0.0205 0.0638 -0.55
C -1.5005 0.0360 -0.0301 -0.51
H 1.7140 0.7592 -0.8444 0.09
H 1.8210 0.5889 0.9070 0.03
H 2.1407 -0.9729 -0.2761 0.08
H -1.8145 0.2960 1.1655 0.09
H -1.3936 1.0026 -0.6478 0.06
H -2.2531 -0.7077 -0.3561 0.01
S -0.0881 -0.9816 0.0181 0.70

=====

9
Properties=species:S:1:pos:R:3:lowdin_charge:R:1 method="wB97M-V/def2-TZVPD" homo_energy_ev=-7.5932 homo_lumo_gap_ev=7.94 e_tot_ev=-13002.370
C -0.3107 0.7035 -1.0576 -0.37
S 0.0152 0.8866 0.7577 0.61
C 0.2005 -0.7291 1.1560 -0.51
H -0.9603 -0.1779 -0.9683 0.01
H -0.7937 1.5807 -1.4890 0.03
H 0.5923 0.6232 -1.6675 0.03
H 1.7664 -0.3785 0.6284 0.17
H -0.5476 -1.3689 0.5283 0.05
H 0.0378 -1.1395 2.1121 -0.01

=====

Asked for energy relative to the best compared isomer or geometry (same formula, charge and spin) across the records above, the calculation gives 72.0; 41.6; 92.8 kcal per mole in order.